{
  "formula": "C17H15Cl2IN6O6PbS",
  "method": "ωB97M-V with the def2-TZVPD basis set",
  "elements": ["Pb", "O", "Cl", "O", "O", "O", "N", "C", "N", "C", "N", "C", "C", "N", "C", "C", "N", "H", "H", "H", "H", "H", "Cl", "C", "C", "C", "I", "C", "O", "C", "N", "C", "C", "C", "C", "H", "H", "H", "H", "C", "S", "C", "O", "H", "H", "H", "H", "H", "H"],
  "coordinates": [[0.061735, -0.052663, -0.408167], [0.637328, 1.250543, 3.226508], [0.454286, -0.144557, 2.832552], [0.578068, -1.004391, 3.941565], [-0.849275, -0.259547, 2.189952], [1.455429, -0.458165, 1.799148], [0.981822, 0.036428, -5.040420], [0.340530, 0.581703, -4.010784], [0.801197, 0.050279, -2.889462], [1.735577, -0.849868, -3.322841], [1.875483, -0.878854, -4.623786], [2.467903, -1.720989, -2.394498], [3.506927, -2.539093, -2.817397], [4.120520, -3.363006, -1.978227], [3.710096, -3.366241, -0.717270], [2.691674, -2.530581, -0.273545], [2.065369, -1.708548, -1.117222], [0.872908, 0.222006, -6.026711], [-0.422542, 1.337787, -4.098382], [3.834472, -2.522387, -3.849253], [4.198947, -4.049771, -0.035116], [2.383191, -2.504883, 0.761762], [2.817012, 5.211937, 4.076564], [1.769799, 4.223331, 3.232186], [0.504152, 4.001672, 3.793156], [-0.415962, 3.240746, 3.132272], [-2.241431, 2.846680, 3.906549], [-0.094245, 2.663182, 1.774352], [-0.945112, 2.207683, 1.056995], [1.328167, 2.781526, 1.313131], [1.660788, 2.102316, 0.232631], [2.906093, 2.230627, -0.234437], [3.849002, 3.073497, 0.338701], [3.503693, 3.771183, 1.476471], [2.217158, 3.608444, 1.999721], [0.275489, 4.437396, 4.755953], [3.156816, 1.627738, -1.099524], [4.836107, 3.161165, -0.091590], [4.214336, 4.429741, 1.956772], [-4.655241, -1.139887, -1.920679], [-3.517489, -1.090381, -0.533715], [-4.174699, 0.304955, 0.366634], [-2.198770, -0.586621, -1.131729], [-5.165794, -0.187745, -2.043497], [-5.373035, -1.942392, -1.759452], [-4.042502, -1.364358, -2.791108], [-4.448399, 1.106084, -0.317116], [-3.387586, 0.624675, 1.049174], [-5.039988, -0.039166, 0.933742]],
  "forces_ev_per_angstrom": [[-0.11, -0.12, -0.21], [0.58, -0.68, 0.74], [-0.16, -1.38, -0.45], [0.03, 0.40, -0.19], [0.27, 0.06, 0.30], [-0.20, 0.24, 0.49], [0.05, -0.02, -0.03], [0.08, 0.01, 0.08], [-0.13, 0.06, -0.08], [0.01, 0.02, 0.08], [-0.04, 0.02, -0.03], [-0.10, 0.01, 0.04], [-0.01, -0.03, 0.04], [0.03, -0.01, -0.02], [-0.01, 0.00, 0.01], [-0.06, 0.16, -0.12], [0.09, -0.04, 0.02], [0.00, -0.01, 0.01], [0.01, -0.01, -0.03], [0.00, -0.02, 0.00], [0.02, 0.01, 0.01], [-0.02, -0.05, 0.04], [0.15, 0.12, 0.10], [-0.43, -0.15, 0.05], [0.36, 0.35, -0.02], [-0.32, 0.17, -0.28], [-0.02, 0.10, -0.02], [-0.11, 0.40, -0.10], [-0.22, -0.01, -0.29], [0.01, 0.25, 0.05], [0.08, 0.04, -0.28], [0.01, -0.03, 0.07], [0.00, -0.06, -0.02], [-0.01, 0.04, 0.05], [0.10, 0.12, 0.03], [0.03, 0.02, -0.01], [0.00, 0.04, -0.02], [-0.01, 0.00, -0.01], [0.01, -0.03, 0.01], [-0.05, 0.01, 0.03], [0.18, -0.07, 0.00], [-0.03, -0.04, 0.03], [-0.06, 0.09, -0.04], [0.05, 0.01, -0.06], [0.00, 0.02, 0.03], [-0.02, -0.05, 0.00], [0.06, 0.02, 0.01], [-0.03, -0.02, 0.04], [-0.02, 0.04, -0.02]],
  "mulliken_charge": [1.6453, -0.5526, 1.7692, -0.6214, -0.6630, -0.6119, 0.1103, -0.3366, -0.1005, 0.1767, -0.6026, 0.1606, -0.2809, -0.5188, -0.3655, -0.4105, 0.1400, 0.2120, 0.5088, 0.4770, 0.3997, 0.5257, -0.0929, 1.2329, -0.7995, -0.0498, 0.3553, 0.0609, -0.4870, 0.8195, -0.0618, -0.3089, -0.9684, -0.8745, 0.2297, 0.4930, 0.4671, 0.4437, 0.4601, -0.9069, 0.4708, -0.7572, -0.6474, 0.3005, 0.3733, 0.3217, 0.3513, 0.0790, 0.4342],
  "homo_lumo_gap_ha": 0.2267,
  "total_charge": 2,
  "e_homo_ha": -0.5434,
  "e_above_lowest_kj_mol": 70.44,
  "e_tot_ha": -3245.09530
}